Record 1
# C5H15NO2

3 unconnected molecules or ions with the total composition C5H15NO2 (ωB97M-V with the def2-TZVPD basis set, the OMol25 dataset).

```
! RIJCOSX wB97M-V def2-TZVPD def2/J DEFGRID3
* xyz 0 1
C 0.752 1.580 0.993
C 0.267 1.920 -0.473
C 0.763 0.937 -1.545
C 0.197 -0.444 -1.459
C -1.040 -0.842 -1.753
N 1.133 -1.450 -1.078
H 0.446 0.563 1.209
H 0.442 2.473 1.582
H 1.838 1.546 0.939
H -0.818 1.967 -0.379
H 0.732 2.876 -0.761
H 0.468 1.377 -2.532
H 1.847 1.012 -1.704
H -1.850 -0.151 -1.963
H -1.294 -1.897 -1.752
H 2.084 -1.169 -0.925
H 0.984 -2.290 -1.630
H -0.753 -1.701 0.878
H -0.544 -3.139 1.258
O -0.872 -2.310 1.622
H -1.410 -0.819 3.647
H -1.407 0.068 2.525
O -1.963 -0.106 3.301
*
```

Output
E_HOMO: -8.6 eV
Kohn-Sham gap: 0.343 Ha

=====

Record 2
# C25H31N5O5PY

A molecular structure, C25H31N5O5PY (ωB97M-V with the def2-TZVPD basis set, the OMol25 dataset).

```
! RIJCOSX wB97M-V def2-TZVPD def2/J DEFGRID3
* xyz 0 1
Y 0.543 0.324 -0.053
N -1.747 -0.337 0.789
C -1.345 -1.398 1.756
C -0.296 -0.818 2.715
O -0.523 -0.784 3.917
N 0.780 -0.295 2.082
C 1.506 0.730 2.815
C 1.584 2.055 2.018
O 2.479 2.856 2.233
O 0.654 2.196 1.111
H -2.226 0.410 1.285
H -2.398 -0.738 0.118
H -0.941 -2.223 1.166
H -2.183 -1.748 2.358
H 2.523 0.436 3.085
H 0.996 0.955 3.757
O -1.691 -2.625 -1.400
C -0.801 -1.890 -1.787
O 0.285 -1.598 -1.141
C -0.930 -1.151 -3.127
P -0.761 0.661 -2.834
C -0.018 1.308 -4.358
C 1.193 0.762 -4.785
C 1.842 1.277 -5.895
C 1.299 2.356 -6.580
C 0.105 2.914 -6.150
C -0.553 2.394 -5.043
C -2.454 1.311 -2.795
C -2.772 2.253 -1.822
C -4.056 2.778 -1.741
C -5.031 2.359 -2.630
C -4.725 1.416 -3.606
C -3.445 0.898 -3.688
H -1.863 -1.410 -3.625
H -0.093 -1.445 -3.764
H 1.641 -0.064 -4.243
H 2.777 0.840 -6.218
H 1.808 2.761 -7.444
H -0.322 3.758 -6.677
H -1.484 2.840 -4.720
H -2.018 2.595 -1.119
H -4.289 3.513 -0.981
H -6.034 2.761 -2.565
H -5.486 1.087 -4.300
H -3.210 0.170 -4.455
C 6.226 0.987 1.085
C 5.012 0.230 1.584
N 4.057 0.186 0.491
C 3.735 1.288 -0.247
N 2.629 1.256 -0.950
C 2.410 2.407 -1.824
C 2.766 3.698 -1.111
C 4.231 3.642 -0.738
N 4.607 2.321 -0.229
C 5.772 2.364 0.651
H 6.673 0.446 0.249
H 6.978 1.085 1.868
H 4.587 0.728 2.462
H 5.259 -0.796 1.854
H 3.391 -0.571 0.474
H 1.364 2.422 -2.137
H 3.001 2.292 -2.742
H 2.157 3.783 -0.211
H 2.582 4.563 -1.748
H 4.453 4.368 0.047
H 4.870 3.874 -1.597
H 5.512 2.967 1.528
H 6.568 2.886 0.114
*
```

Output
E_HOMO: -8.4 eV
Kohn-Sham gap: 0.321 Ha

=====

Record 3
# C2H4OS2

A single C2H4OS2 molecule (ωB97M-V with the def2-TZVPD basis set, the OMol25 dataset).

```
! RIJCOSX wB97M-V def2-TZVPD def2/J DEFGRID3
* xyz 0 1
C -0.471 -0.651 0.461
C 0.845 -0.041 -0.093
H -1.689 0.852 -0.517
H -0.752 -0.195 1.433
H -0.365 -1.720 0.649
H 1.472 1.680 -0.510
O 0.680 1.289 -0.258
S -1.977 -0.457 -0.636
S 2.257 -0.757 -0.530
*
```

Output
E_HOMO: -9.2 eV
Kohn-Sham gap: 0.332 Ha

=====

Record 4
# C19H32CeCl2N3O5

A molecular structure, C19H32CeCl2N3O5 (ωB97M-V with the def2-TZVPD basis set, the OMol25 dataset).

```
! RIJCOSX wB97M-V def2-TZVPD def2/J DEFGRID3
* xyz 0 2
O 0.449 -1.792 -1.222
C 1.452 -1.872 -2.141
C 2.591 -2.789 -1.672
C 2.743 -3.114 -0.324
H 2.006 -2.777 0.411
C 3.842 -3.867 0.084
H 3.967 -4.068 1.150
C 4.755 -4.359 -0.848
H 5.604 -4.954 -0.529
C 4.566 -4.076 -2.208
H 5.258 -4.461 -2.956
C 3.486 -3.296 -2.619
H 3.308 -3.038 -3.668
H 1.062 -2.304 -3.086
C 1.051 0.347 -3.510
C 1.950 -0.401 -2.561
H 1.617 0.855 -4.315
H 0.473 1.130 -2.980
H 0.345 -0.348 -3.992
C 3.174 0.021 -2.206
C 3.819 1.310 -2.627
H 3.747 -0.555 -1.476
H 4.763 1.155 -3.166
H 4.074 1.935 -1.760
H 3.170 1.901 -3.284
Ce 0.137 0.053 0.172
Cl 1.899 -0.255 2.072
Cl 1.151 2.332 -0.629
C -0.376 2.480 2.240
O -1.066 1.650 1.593
N -0.823 3.638 2.717
C -2.219 4.038 2.611
C 0.066 4.598 3.350
H 0.687 2.261 2.424
H -2.764 3.318 2.004
H -2.271 5.031 2.153
H -2.668 4.112 3.608
H 1.092 4.229 3.286
H -0.208 4.750 4.401
H -0.006 5.567 2.843
H -4.404 1.530 -2.812
H -5.125 -1.084 -3.310
C -3.477 1.165 -3.274
C -4.067 -1.236 -3.562
N -3.239 -0.230 -2.922
H -2.639 1.786 -2.954
C -2.417 -0.556 -1.926
O -1.761 0.308 -1.284
H -3.743 -2.223 -3.218
H -2.324 -1.629 -1.696
H -3.592 1.227 -4.359
H -3.953 -1.171 -4.649
N -3.070 -2.127 3.353
C -2.330 -3.125 2.540
C -1.326 -2.296 1.746
O -0.273 -2.809 1.324
O -1.692 -1.066 1.600
H -2.529 -1.927 4.203
H -3.984 -2.462 3.661
H -3.125 -1.265 2.771
H -1.839 -3.836 3.203
H -3.023 -3.659 1.885
*
```

Output
<S²>: 0.751
E_HOMO (alpha / beta): -6.8 / -7.2 eV
Kohn-Sham gap (alpha / beta): 0.217 / 0.232 Ha

=====

Record 5
# C3H10N2O2

2 unconnected molecules or ions with the total composition C3H10N2O2 (ωB97M-V with the def2-TZVPD basis set, the OMol25 dataset).

```
! RIJCOSX wB97M-V def2-TZVPD def2/J DEFGRID3
* xyz 0 1
C -0.777 0.848 -1.658
N -1.025 0.123 -0.510
C -0.295 -1.082 -0.165
C 1.161 -0.780 0.217
N 1.618 -1.808 1.162
O -0.084 1.843 -1.757
H -0.751 0.210 -2.569
H -1.396 0.684 0.256
H -0.818 -1.384 0.739
H -0.254 -1.840 -0.948
H 1.166 0.081 0.890
H 1.793 -0.641 -0.663
H 2.507 -1.668 1.619
H 1.657 -2.727 0.735
H -0.771 2.718 1.205
H -2.084 3.044 0.447
O -1.647 2.379 0.999
*
```

Output
E_HOMO: -9.0 eV
Kohn-Sham gap: 0.360 Ha

=====

Record 6
# C2H4N2S2

A single C2H4N2S2 molecule (ωB97M-V with the def2-TZVPD basis set, the OMol25 dataset).

```
! RIJCOSX wB97M-V def2-TZVPD def2/J DEFGRID3
* xyz 0 1
C 1.331 -0.733 0.333
C -1.682 0.708 -0.452
H 1.629 0.245 -1.488
H 1.551 -1.516 1.122
H -0.210 -0.188 1.645
H -2.258 1.354 -1.077
N 1.721 -0.747 -0.932
N 0.387 0.201 0.837
S -0.153 1.407 0.035
S -2.315 -0.730 -0.023
*
```

Output
E_HOMO: -9.1 eV
Kohn-Sham gap: 0.318 Ha

=====

Record 7
# C7H6FN3O2

2 unconnected molecules or ions with the total composition C7H6FN3O2 (ωB97M-V with the def2-TZVPD basis set, the OMol25 dataset).

```
! RIJCOSX wB97M-V def2-TZVPD def2/J DEFGRID3
* xyz 0 1
C 2.467 0.411 0.771
C 2.307 -0.338 -0.423
C 1.432 1.109 1.355
C 1.115 -0.574 -0.945
C 0.148 0.973 0.839
C -0.013 0.274 -0.424
C -2.289 -0.291 -0.903
N -0.957 1.229 1.528
N -1.189 0.292 -1.021
N -2.314 -1.617 -0.147
O -1.301 -1.990 0.356
O -3.346 -2.201 -0.170
F -0.778 0.820 -2.759
H 3.331 0.461 1.328
H 3.104 -1.028 -0.652
H 1.453 1.717 2.170
H 0.837 -1.022 -1.861
H -3.263 -0.072 -1.310
H -0.744 1.843 2.268
*
```

Output
E_HOMO (alpha / beta): -9.4 / -8.8 eV
Kohn-Sham gap (alpha / beta): 0.275 / 0.240 Ha

=====

Record 8
# C2H4F3N

2 unconnected molecules or ions with the total composition C2H4F3N (ωB97M-V with the def2-TZVPD basis set, the OMol25 dataset).

```
! RIJCOSX wB97M-V def2-TZVPD def2/J DEFGRID3
* xyz 0 1
C -0.419 0.085 -0.138
C 0.169 -1.216 0.230
N -0.001 -1.652 1.552
F -0.200 -2.226 -0.637
F 0.978 -2.573 1.853
F 0.116 -0.704 2.517
H 0.035 1.046 0.183
H -0.266 0.181 -1.243
H -1.403 0.313 0.361
H 1.967 -0.764 -0.004
*
```

Output
E_HOMO: -9.9 eV
Kohn-Sham gap: 0.358 Ha

=====

Record 9
# H2N2O2

2 unconnected molecules or ions with the total composition H2N2O2 (ωB97M-V with the def2-TZVPD basis set, the OMol25 dataset).

```
! RIJCOSX wB97M-V def2-TZVPD def2/J DEFGRID3
* xyz 0 1
N 1.109 -0.062 -0.072
N -0.988 0.405 -0.123
O -1.346 1.205 0.663
O -1.432 -0.246 -0.945
H 1.462 -0.298 0.987
H 1.195 -1.004 -0.510
*
```

Output
E_HOMO (alpha / beta): -10.7 / -9.6 eV
Kohn-Sham gap (alpha / beta): 0.368 / 0.329 Ha

=====

Record 10
# C35H40N10PtSe

A molecular structure, C35H40N10PtSe (ωB97M-V with the def2-TZVPD basis set, the OMol25 dataset).

```
! RIJCOSX wB97M-V def2-TZVPD def2/J DEFGRID3
* xyz 2 1
Pt -0.041 0.103 0.079
C -0.165 0.395 -4.233
C -0.562 0.303 -2.887
N 0.319 0.272 -1.907
C 1.676 0.326 -2.166
C 2.136 0.451 -3.480
C 1.168 0.470 -4.518
C 3.531 0.579 -3.710
C 4.374 0.612 -2.642
C 3.902 0.471 -1.305
C 2.571 0.279 -1.053
N 1.941 0.079 0.172
C 2.464 -0.171 1.435
C 3.753 -0.445 1.792
C 4.114 -0.576 3.163
C 3.202 -0.459 4.161
C 1.840 -0.278 3.824
C 0.792 -0.215 4.779
C -0.507 -0.089 4.384
C -0.794 -0.032 3.006
N 0.156 -0.082 2.096
C 1.487 -0.179 2.476
H -0.918 0.412 -5.006
H -1.604 0.255 -2.600
H 1.504 0.554 -5.543
H 3.897 0.666 -4.723
H 5.436 0.741 -2.798
H 4.614 0.540 -0.500
H 4.507 -0.598 1.038
H 5.150 -0.770 3.404
H 3.491 -0.528 5.200
H 1.040 -0.273 5.830
H -1.319 -0.046 5.094
H -1.812 0.008 2.642
C -4.710 0.232 1.792
N -4.129 -0.795 0.943
C -4.987 -1.934 0.612
C -4.058 -2.824 -0.203
N -2.970 -1.914 -0.545
C -1.985 -2.410 -1.473
C -3.023 -0.774 0.156
N -2.138 0.213 0.081
C -2.546 1.573 0.418
C -1.698 2.500 -0.405
N -0.324 2.353 0.047
C 0.645 3.169 -0.335
N 1.877 3.125 0.233
C 2.049 2.863 1.651
C 2.783 4.071 -0.410
C 1.860 4.886 -1.316
N 0.628 4.099 -1.313
C -0.512 4.612 -2.059
H -5.347 -0.278 2.513
H -5.328 0.935 1.230
H -3.954 0.772 2.353
H -5.863 -1.607 0.047
H -5.328 -2.414 1.527
H -4.533 -3.188 -1.114
H -3.679 -3.685 0.352
H -2.442 -2.551 -2.454
H -1.620 -3.371 -1.121
H -1.133 -1.744 -1.573
H -2.390 1.807 1.474
H -3.594 1.753 0.171
H -2.080 3.515 -0.275
H -1.814 2.235 -1.460
H 1.180 2.334 2.025
H 2.144 3.806 2.196
H 2.937 2.267 1.837
H 3.556 3.548 -0.974
H 3.270 4.691 0.342
H 2.246 4.966 -2.331
H 1.669 5.894 -0.941
H -0.118 5.267 -2.833
H -1.183 5.200 -1.432
H -1.066 3.822 -2.554
Se 1.017 -2.802 0.518
C 0.155 -4.444 0.159
C 0.066 -4.958 -1.135
C -0.564 -6.176 -1.319
N -1.086 -6.908 -0.333
C -0.970 -6.413 0.897
C -0.378 -5.197 1.203
H 0.491 -4.431 -1.978
H -0.645 -6.597 -2.313
H -1.390 -7.016 1.693
H -0.328 -4.853 2.226
*
```

Output
E_HOMO (alpha / beta): -12.2 / -12.2 eV
Kohn-Sham gap (alpha / beta): 0.175 / 0.175 Ha

=====

Record 11
# C7H17N

2 unconnected molecules or ions with the total composition C7H17N (ωB97M-V with the def2-TZVPD basis set, the OMol25 dataset).

```
! RIJCOSX wB97M-V def2-TZVPD def2/J DEFGRID3
* xyz 0 1
C 0.317 0.342 -1.182
C -0.740 -0.642 1.319
C -1.169 0.460 -1.183
C 0.778 -1.036 -1.668
C 1.043 1.448 -1.997
C 0.269 -1.419 2.111
C -1.551 0.371 2.056
N 0.743 0.466 0.246
H -1.287 -1.199 0.578
H 1.751 0.351 0.379
H 0.493 1.388 0.593
H -1.544 1.468 -0.997
H -1.671 -0.014 -2.023
H 0.302 -1.829 -1.091
H 0.760 1.370 -3.047
H 1.865 -1.148 -1.589
H 0.502 -1.167 -2.715
H 0.739 2.438 -1.646
H 2.135 1.377 -1.936
H 0.913 -0.779 2.721
H -0.961 1.235 2.381
H 0.898 -2.039 1.473
H -0.267 -2.091 2.796
H -2.373 0.732 1.443
H -1.946 -0.082 2.980
*
```

Output
E_HOMO (alpha / beta): -5.5 / -7.1 eV
Kohn-Sham gap (alpha / beta): 0.218 / 0.293 Ha

=====

Record 12
# C24H49BrF6N4O10P

4 unconnected molecules or ions with the total composition C24H49BrF6N4O10P (ωB97M-V with the def2-TZVPD basis set, the OMol25 dataset).

```
! RIJCOSX wB97M-V def2-TZVPD def2/J DEFGRID3
* xyz -1 1
N -5.858 -3.653 -7.814
C -4.343 -3.411 -7.675
C -3.485 -4.110 -8.906
C -2.192 -3.163 -9.276
C -0.751 -3.723 -8.718
C -0.757 -4.204 -7.152
P 0.334 -3.178 -5.974
Br -1.619 -2.187 -5.226
C 0.527 -3.856 -4.157
O 0.329 -2.647 -3.291
O -0.283 -2.968 -2.187
C 1.841 -4.202 -6.595
O 2.732 -3.774 -7.493
O 2.043 -5.603 -6.096
C 1.164 -1.500 -6.328
O 2.389 -1.295 -5.769
C 0.553 -0.251 -7.194
F -0.491 -0.612 -8.179
F 1.706 0.298 -8.000
C 0.126 0.966 -6.161
F 0.187 0.550 -4.710
F 1.164 2.057 -6.280
C -1.313 1.673 -6.503
F -1.209 2.486 -7.755
F -2.479 0.760 -6.506
C -1.597 2.760 -5.263
O -2.631 2.560 -4.399
O -0.764 3.951 -5.001
H -6.013 -4.585 -7.365
H -6.268 -2.944 -7.135
H -4.228 -2.230 -7.637
H -3.984 -3.798 -6.604
H -3.074 -5.139 -8.474
H -4.210 -4.266 -9.822
H -2.460 -2.074 -8.910
H -2.114 -3.090 -10.462
H 0.155 -2.976 -8.920
H -0.495 -4.688 -9.368
H -1.833 -4.263 -6.662
H -0.347 -5.325 -7.127
H -0.237 -4.713 -3.931
H 1.648 -4.198 -3.932
H -0.923 -2.186 -2.029
H -0.204 3.679 -4.191
C 2.957 0.420 1.041
C 2.492 0.194 -0.396
C 0.991 0.499 -0.613
O 0.108 -0.511 -0.121
C -0.154 -0.433 1.272
N 2.826 -1.180 -0.795
H 2.642 -0.378 1.718
H 4.052 0.457 1.084
H 2.578 1.370 1.432
H 3.061 0.884 -1.030
H 0.811 0.546 -1.694
H 0.718 1.484 -0.213
H -0.180 0.600 1.632
H 0.589 -1.012 1.823
H -1.131 -0.889 1.460
H 2.599 -1.297 -1.784
H 2.165 -1.803 -0.322
C 1.418 3.266 6.822
C 0.705 2.220 5.968
C 1.662 1.402 5.069
O 2.121 2.101 3.909
C 3.212 2.977 4.147
N -0.343 2.881 5.178
H 1.717 4.147 6.248
H 0.755 3.619 7.621
H 2.311 2.845 7.295
H 0.223 1.516 6.657
H 1.107 0.535 4.689
H 2.508 1.000 5.641
H 3.893 2.594 4.913
H 2.842 3.966 4.424
H 3.770 3.087 3.212
H -0.877 2.167 4.681
H 0.124 3.398 4.427
C -0.932 2.679 13.027
C 0.438 2.530 12.370
C 0.615 3.403 11.106
O -0.048 2.898 9.943
C -1.431 3.208 9.876
N 0.677 1.109 12.080
H -1.720 2.149 12.486
H -0.912 2.266 14.043
H -1.218 3.733 13.103
H 1.185 2.861 13.102
H 1.682 3.418 10.853
H 0.329 4.446 11.293
H -1.657 4.189 10.304
H -2.012 2.430 10.373
H -1.727 3.214 8.822
H 1.630 1.003 11.728
H 0.095 0.861 11.276
*
```

Output
E_HOMO: -4.9 eV
Kohn-Sham gap: 0.213 Ha